1.
ORCA calculation (ωB97M-V/def2-TZVPD) on a structure of composition C20H15Cl5IrN4O2.

```
! wB97M-V def2-TZVPD RIJCOSX def2/J DEFGRID3
* xyz 1 1
Ir -0.609 0.403 -1.289
N 0.191 4.486 -0.361
C -0.319 3.305 -0.687
O 0.397 2.425 -1.208
C -1.752 2.993 -0.393
C -2.125 1.804 -1.266
H 1.168 4.671 -0.523
H -0.377 5.205 0.053
H -2.403 3.854 -0.562
H -1.818 2.732 0.669
H -2.179 2.132 -2.315
H -3.105 1.421 -0.984
C 2.022 2.021 3.511
C 2.262 2.115 2.149
C 1.429 1.466 1.251
C 0.345 0.738 1.723
C 0.112 0.621 3.096
C 0.949 1.267 3.980
N -0.544 0.127 0.783
N -1.429 -0.602 1.256
C -2.272 -1.205 0.333
C -3.270 -2.056 0.754
C -4.063 -2.672 -0.203
C -3.809 -2.421 -1.541
C -2.806 -1.525 -1.877
N -2.072 -0.921 -0.945
H 2.672 2.530 4.210
H 3.100 2.692 1.782
H 1.618 1.512 0.192
H -0.722 0.031 3.445
H 0.766 1.191 5.043
H -3.393 -2.219 1.815
H -4.860 -3.342 0.089
H -4.372 -2.913 -2.322
H -2.579 -1.283 -2.906
Cl 5.696 -3.644 -0.989
C 4.104 -3.033 -1.219
C 3.900 -1.683 -1.467
Cl 5.233 -0.602 -1.580
C 2.606 -1.206 -1.631
Cl 2.289 0.462 -1.960
C 1.479 -2.026 -1.546
O 0.252 -1.570 -1.640
C 1.716 -3.394 -1.348
Cl 0.339 -4.435 -1.309
C 3.000 -3.888 -1.171
Cl 3.236 -5.566 -0.890
*
```

Summary:
Kohn-Sham gap = 5.117 eV
Highest occupied orbital energy = -10.19 eV
ΔE to the lowest compared entry with this formula, charge and spin = 251.5 kJ/mol
Calculated total energy = -3545.67651 Eh
M = 712.848 g mol⁻¹

Atomic partial charges in e from the Mulliken method, atoms 1 to 4:
1. Ir 1.745
2. N -0.359
3. C 0.638
4. O -0.721

2.
ORCA calculation (ωB97M-V/def2-TZVPD) on an isolated molecule of C17H19N5O3.

```
! wB97M-V def2-TZVPD RIJCOSX def2/J DEFGRID3
* xyz 0 1
N 0.241 0.551 -0.891
C 0.582 -0.656 0.028
C 1.163 -0.019 1.307
C 2.482 0.589 0.861
C 2.844 1.929 0.868
N 4.067 2.000 0.239
C 4.471 0.688 -0.210
C 5.643 0.287 -0.823
C 5.891 -1.012 -0.974
C 4.867 -1.986 -0.704
C 3.668 -1.587 -0.183
C 3.484 -0.172 0.239
C -0.706 -1.286 0.709
O -0.624 -1.949 1.696
N -1.842 -1.035 -0.002
C -3.205 -1.474 0.548
C -3.967 -0.268 1.284
C -3.919 0.978 0.397
C -5.011 1.535 -0.320
N -4.405 2.608 -0.991
C -3.141 2.718 -0.611
N -2.770 1.700 0.192
C -4.251 -2.019 -0.451
O -5.452 -1.754 -0.573
O -3.477 -2.739 -1.398
H 1.105 0.925 -1.383
H -0.367 1.201 -0.363
H 1.296 -1.301 -0.503
H 1.401 -0.695 2.162
H 0.340 0.540 1.793
H 2.330 2.857 1.181
H 4.657 2.773 0.083
H 6.564 0.876 -1.007
H 6.893 -1.300 -1.307
H 5.128 -3.100 -0.673
H 2.931 -2.385 -0.157
H -1.832 -0.386 -0.816
H -2.930 -2.178 1.402
H -3.438 0.099 2.267
H -4.957 -0.346 1.664
H -5.986 1.084 -0.579
H -4.775 3.076 -1.788
H -2.437 3.419 -1.181
H -2.555 -2.788 -1.030
*
```

Summary:
Kohn-Sham gap = 8.500 eV
Highest occupied orbital energy = -7.86 eV
ΔE to the lowest compared entry with this formula, charge and spin = 352.4 kJ/mol
Calculated total energy = -1158.65670 Eh
M = 341.371 g mol⁻¹
SMILES string = N[C@@H](Cc1c[nH]c2ccccc12)C(=O)N[C@@H](Cc1c[nH]cn1)C(=O)O

Atomic partial charges in e from the Mulliken method, atoms 1 to 4:
1. N -0.664
2. C 0.141
3. C -0.828
4. C 0.158

3.
ORCA calculation (ωB97M-V/def2-TZVPD) on an isolated molecule of C28H31N3O3S.

```
! wB97M-V def2-TZVPD RIJCOSX def2/J DEFGRID3
* xyz 0 1
C 2.064 -6.409 2.455
O 2.421 -5.022 2.626
C 1.577 -3.999 2.325
C 2.011 -2.689 2.669
C 1.184 -1.581 2.478
C -0.093 -1.723 1.892
C -1.060 -0.621 1.536
N -1.936 -0.933 0.626
S -3.247 -0.017 -0.029
O -4.004 0.573 1.071
O -2.660 0.856 -1.028
C -4.480 -1.044 -0.868
C -4.378 -1.315 -2.240
C -5.380 -2.036 -2.895
C -6.536 -2.444 -2.217
C -7.614 -3.215 -2.941
C -6.651 -2.131 -0.857
C -5.651 -1.415 -0.196
C -1.149 0.647 2.328
N -1.235 0.361 3.741
C -2.354 -0.365 4.308
C -0.444 1.199 4.461
C 0.215 2.035 3.605
N -0.093 1.696 2.301
C 0.140 2.625 1.230
C -0.883 3.379 0.603
C -2.277 3.563 1.130
C -0.532 4.130 -0.523
C 0.797 4.332 -0.895
C 1.169 5.136 -2.105
C 1.800 3.774 -0.105
C 1.490 2.939 0.968
C 2.599 2.405 1.815
C -0.482 -3.015 1.511
C 0.307 -4.148 1.716
H 2.908 -6.942 2.891
H 1.146 -6.676 2.990
H 1.973 -6.674 1.397
H 3.012 -2.589 3.092
H 1.570 -0.597 2.744
H -3.526 -0.942 -2.803
H -5.279 -2.288 -3.955
H -8.443 -3.455 -2.267
H -8.023 -2.642 -3.784
H -7.230 -4.158 -3.357
H -7.545 -2.456 -0.320
H -5.801 -1.120 0.839
H -2.064 1.143 2.014
H -3.043 -0.641 3.508
H -2.039 -1.269 4.843
H -2.876 0.289 5.015
H -0.409 1.203 5.548
H 0.846 2.885 3.850
H -2.845 4.115 0.371
H -2.833 2.640 1.303
H -2.310 4.174 2.045
H -1.326 4.604 -1.100
H 0.299 5.629 -2.548
H 1.911 5.904 -1.850
H 1.627 4.499 -2.874
H 2.844 3.980 -0.346
H 3.547 2.537 1.284
H 2.695 2.934 2.774
H 2.468 1.339 2.026
H -1.444 -3.121 1.013
H -0.053 -5.131 1.406
*
```

Summary:
Kohn-Sham gap = 6.280 eV
Highest occupied orbital energy = -6.25 eV
ΔE to the lowest compared entry with this formula, charge and spin = 351.8 kJ/mol
Calculated total energy = -1873.63824 Eh
M = 489.641 g mol⁻¹
SMILES string = COc1ccc(/C(=N/S(=O)(=O)c2ccc(C)cc2)[C@H]2N(C)C=CN2c2c(C)cc(C)cc2C)cc1

Atomic partial charges in e from the Mulliken method, atoms 1 to 4:
1. C -0.816
2. O -0.432
3. C 0.749
4. C -1.110

4.
ORCA calculation (ωB97M-V/def2-TZVPD) on a cluster of 2 separate species, C5H10O in total.

```
! wB97M-V def2-TZVPD RIJCOSX def2/J DEFGRID3
* xyz 0 1
C 1.340 -0.971 0.221
C 0.328 0.143 0.444
C 0.571 1.520 -0.237
C -0.842 1.486 -0.876
C -0.964 0.050 -0.375
O -1.714 -0.852 -0.639
H 1.002 -1.904 0.683
H 1.476 -1.159 -0.850
H 2.314 -0.705 0.645
H 0.101 0.254 1.513
H 0.763 2.355 0.441
H 1.373 1.476 -0.980
H -1.569 2.159 -0.410
H -0.911 1.591 -1.962
H -1.644 -2.882 1.528
H -1.625 -2.560 0.855
*
```

Summary:
Kohn-Sham gap = 10.451 eV
Highest occupied orbital energy = -9.48 eV
ΔE to the lowest compared entry with this formula, charge and spin = 163.2 kJ/mol
Calculated total energy = -271.69044 Eh
M = 86.134 g mol⁻¹
SMILES string = C[C@H]1CCC1=O.[H][H]

Atomic partial charges in e from the Mulliken method, atoms 1 to 4:
1. C -1.366
2. C 0.379
3. C -0.687
4. C -0.428

5.
ORCA calculation (ωB97M-V/def2-TZVPD) on a structure of composition C25H37O2W.

```
! wB97M-V def2-TZVPD RIJCOSX def2/J DEFGRID3
* xyz 1 3
O 4.434 -4.058 0.426
C 4.247 -4.916 1.571
C 5.676 -5.440 1.487
H 3.460 -5.655 1.400
H 4.004 -4.345 2.470
C 5.826 -4.505 0.271
H 5.773 -6.499 1.261
H 6.315 -5.193 2.332
C 6.015 -5.197 -1.057
H 5.298 -6.006 -1.176
H 7.021 -5.612 -1.137
H 5.873 -4.494 -1.878
C 6.777 -3.347 0.459
H 6.603 -2.855 1.414
H 6.641 -2.610 -0.332
H 7.812 -3.689 0.431
W -0.990 1.816 -0.426
C -0.798 4.028 0.408
C -1.781 3.362 1.160
C -1.137 2.340 1.895
H -2.838 3.564 1.157
C 0.236 2.386 1.596
C 0.451 3.413 0.662
H 1.394 3.681 0.215
H -0.971 4.857 -0.255
H -1.628 1.626 2.530
H 0.985 1.716 1.980
C -1.820 2.848 -2.410
C -0.424 3.066 -2.344
C 0.224 1.820 -2.448
H 0.066 4.017 -2.234
C -0.781 0.834 -2.606
C -2.029 1.471 -2.594
H -2.983 0.979 -2.622
H -2.588 3.599 -2.327
H 1.289 1.660 -2.453
H -0.626 -0.230 -2.662
O 0.111 -0.086 0.050
C 1.530 -0.204 -0.191
C 2.035 -1.215 0.818
H 1.977 0.781 -0.091
H 1.675 -0.549 -1.217
C 0.822 -2.117 1.001
H 2.286 -0.722 1.757
H 2.920 -1.740 0.466
C -0.323 -1.129 0.965
H 0.843 -2.683 1.929
H 0.743 -2.824 0.175
H -0.503 -0.674 1.940
H -1.262 -1.518 0.593
C -5.991 2.816 1.262
C -5.684 2.298 -0.154
C -6.718 1.249 -0.578
C -5.715 3.484 -1.141
C -4.322 1.729 -0.193
C -3.138 1.491 -0.162
H -6.999 3.283 1.293
H -5.249 3.585 1.568
H -5.961 1.985 1.998
H -7.737 1.693 -0.577
H -6.501 0.883 -1.606
H -6.707 0.384 0.117
H -4.961 4.254 -0.860
H -5.481 3.144 -2.176
H -6.714 3.969 -1.154
*
```

Summary:
Kohn-Sham gap (spin up / spin down) = 6.423 / 7.747 eV
Highest occupied orbital energy (spin up / spin down) = -9.03 / -11.49 eV
ΔE to the lowest compared entry with this formula, charge and spin = 0.0 kJ/mol
Calculated total energy = -1191.98023 Eh
M = 553.409 g mol⁻¹

Atomic partial charges in e from the Mulliken method, atoms 1 to 4:
1. O -0.396
2. C -0.405
3. C -0.892
4. H 0.288

6.
ORCA calculation (ωB97M-V/def2-TZVPD) on an isolated molecule of C6H9N3O2.

```
! wB97M-V def2-TZVPD RIJCOSX def2/J DEFGRID3
* xyz 0 1
N -1.514 -1.773 -0.095
C -1.538 -0.487 0.586
C -0.327 -0.158 1.371
C 0.878 0.073 0.562
C 1.705 1.105 0.490
N 2.580 0.604 -0.646
C 2.337 -0.631 -0.853
N 1.159 -0.973 -0.294
C -1.710 0.746 -0.202
O -1.404 1.933 -0.042
O -2.326 0.419 -1.416
H -0.658 -1.606 -0.824
H -2.364 -1.820 -0.561
H -2.363 -0.587 1.399
H 0.079 -0.922 1.990
H -0.553 0.759 1.974
H 1.796 2.169 0.793
H 3.757 0.990 -0.623
H 2.909 -1.170 -1.644
H -2.443 1.328 -1.965
*
```

Summary:
Kohn-Sham gap = 9.714 eV
Highest occupied orbital energy = -9.11 eV
ΔE to the lowest compared entry with this formula, charge and spin = 311.2 kJ/mol
Calculated total energy = -548.70283 Eh
M = 155.157 g mol⁻¹
SMILES string = N[C@@H](Cc1c[nH]cn1)C(=O)O

Atomic partial charges in e from the Mulliken method, atoms 1 to 4:
1. N -0.693
2. C 0.022
3. C -0.850
4. C 0.440